[1]
{"formula": "C19H43NO14S2", "method": "ωB97M-V/def2-TZVPD", "elements": ["C", "S", "O", "O", "C", "O", "N", "O", "O", "S", "O", "O", "O", "C", "C", "O", "C", "O", "C", "C", "O", "H", "H", "H", "H", "H", "H", "H", "H", "H", "H", "H", "H", "H", "C", "C", "O", "C", "C", "H", "H", "H", "H", "H", "H", "H", "H", "H", "H", "C", "C", "O", "C", "C", "H", "H", "H", "H", "H", "H", "H", "H", "H", "H", "C", "C", "O", "C", "C", "H", "H", "H", "H", "H", "H", "H", "H", "H", "H"], "xyz": [[2.827, -2.131, -1.111], [2.257, -0.474, -1.323], [0.956, -0.525, -1.912], [3.155, 0.157, -2.218], [2.221, 0.560, 0.232], [2.420, 0.040, 1.512], [3.057, -1.255, 1.583], [4.003, -1.222, 2.239], [3.216, 1.554, 0.079], [2.489, 2.950, -0.317], [3.226, 4.096, 0.000], [2.099, 2.967, -1.664], [1.258, 2.688, 0.653], [0.893, 1.337, 0.290], [-0.178, 0.735, 1.163], [-1.336, 1.517, 1.154], [-2.295, 1.154, 0.173], [-3.321, 0.347, 0.648], [-2.949, -1.004, 0.836], [-2.605, -1.731, -0.458], [-3.604, -1.544, -1.436], [2.159, -2.698, -0.474], [2.934, -2.668, -2.043], [3.786, -2.161, -0.609], [0.390, 1.463, -0.665], [0.145, 0.635, 2.193], [-0.312, -0.279, 0.790], [-2.760, 2.077, -0.147], [-1.775, 0.760, -0.704], [-3.803, -1.506, 1.275], [-2.144, -1.126, 1.561], [-2.462, -2.789, -0.256], [-1.646, -1.355, -0.814], [-3.295, -0.896, -2.085], [3.573, 3.478, 4.302], [2.349, 4.323, 3.991], [2.134, 5.380, 4.907], [3.171, 6.339, 5.004], [3.472, 7.056, 3.699], [3.506, 3.065, 5.310], [3.654, 2.655, 3.590], [4.495, 4.057, 4.245], [1.460, 3.693, 4.046], [2.395, 4.708, 2.966], [4.079, 5.878, 5.410], [2.833, 7.064, 5.744], [3.832, 6.373, 2.928], [4.240, 7.814, 3.855], [2.574, 7.543, 3.316], [3.292, -6.958, 0.335], [1.777, -6.843, 0.354], [1.258, -5.925, -0.592], [1.539, -6.199, -1.955], [1.005, -7.537, -2.436], [3.751, -5.982, 0.500], [3.627, -7.638, 1.118], [3.661, -7.339, -0.617], [1.457, -6.474, 1.328], [1.312, -7.826, 0.225], [2.617, -6.121, -2.144], [1.065, -5.400, -2.526], [1.464, -8.374, -1.909], [1.210, -7.662, -3.499], [-0.072, -7.595, -2.279], [-6.680, 0.835, -1.784], [-5.321, 1.494, -1.922], [-4.599, 1.089, -3.077], [-5.209, 1.356, -4.327], [-5.473, 2.830, -4.580], [-6.575, -0.251, -1.780], [-7.157, 1.146, -0.854], [-7.349, 1.098, -2.606], [-4.700, 1.213, -1.075], [-5.411, 2.587, -1.892], [-6.131, 0.774, -4.431], [-4.516, 0.981, -5.080], [-6.177, 3.250, -3.861], [-5.894, 2.970, -5.577], [-4.547, 3.402, -4.510]], "gap_ev": 7.96, "homo_energy_ev": -9.472, "multiplicity": 1}

***

[2]
{"formula": "C19H43OsP3S2", "method": "ωB97M-V/def2-TZVPD", "elements": ["Os", "P", "P", "P", "H", "C", "C", "H", "C", "C", "C", "C", "C", "C", "C", "C", "C", "H", "H", "H", "H", "H", "H", "H", "H", "H", "H", "H", "H", "H", "H", "H", "H", "H", "H", "H", "H", "H", "H", "H", "H", "H", "H", "H", "H", "H", "C", "C", "C", "C", "C", "C", "S", "H", "H", "H", "H", "H", "H", "C", "S", "C", "H", "H", "H", "H", "H", "H"], "xyz": [[-0.144, 0.531, 0.024], [1.868, 1.619, 0.400], [-0.792, 2.076, -1.569], [0.267, -1.055, 1.703], [-1.719, -0.618, -2.501], [-1.667, -1.002, -1.468], [-2.284, -0.371, -0.361], [-2.930, 0.500, -0.524], [3.308, 1.198, -0.643], [1.789, 3.456, 0.339], [2.463, 1.520, 2.133], [-2.288, 1.893, -2.632], [-1.351, 3.630, -0.746], [0.422, 2.556, -2.865], [-0.844, -2.517, 1.751], [-0.075, -0.332, 3.353], [1.889, -1.837, 1.920], [-1.257, -2.020, -1.325], [-2.495, -0.965, 0.539], [4.223, 1.683, -0.269], [3.139, 1.524, -1.678], [3.451, 0.110, -0.645], [2.768, 3.881, 0.613], [1.048, 3.783, 1.081], [1.508, 3.806, -0.659], [3.358, 2.142, 2.232], [2.692, 0.486, 2.396], [1.690, 1.915, 2.798], [-2.354, 2.784, -3.266], [-3.196, 1.843, -2.027], [-2.210, 1.012, -3.273], [-1.807, 4.284, -1.493], [-0.537, 4.154, -0.252], [-2.105, 3.359, 0.004], [-0.118, 2.953, -3.731], [0.975, 1.671, -3.193], [1.126, 3.311, -2.520], [-0.389, -3.257, 2.429], [-0.954, -2.950, 0.748], [-1.823, -2.204, 2.145], [-0.186, -1.166, 4.064], [-1.009, 0.254, 3.263], [0.743, 0.341, 3.644], [1.827, -2.905, 1.690], [2.244, -1.723, 2.952], [2.664, -1.440, 1.260], [1.164, -3.803, -2.026], [2.342, -4.444, -2.482], [2.269, -5.720, -2.982], [1.022, -6.330, -3.164], [-0.158, -5.638, -2.869], [-0.101, -4.369, -2.314], [1.412, -2.393, -1.161], [-0.023, -0.201, -1.396], [3.282, -3.903, -2.365], [3.199, -6.208, -3.258], [0.987, -7.344, -3.583], [-1.121, -6.089, -3.108], [-1.010, -3.800, -2.110], [-3.648, 1.510, 2.707], [-2.013, 2.041, 2.190], [-1.711, 3.438, 3.269], [-3.900, 0.661, 2.056], [-4.371, 2.326, 2.573], [-3.634, 1.201, 3.762], [-2.645, 3.840, 3.681], [-1.056, 3.114, 4.087], [-1.211, 4.198, 2.653]], "charge": 4, "gap_ev": [7.95, 4.90], "homo_energy_ev": [-20.355, -20.347], "multiplicity": 5, "s2": 6.035}

***

[3]
{"formula": "C19H44B2NO26", "method": "ωB97M-V/def2-TZVPD", "elements": ["C", "C", "C", "C", "N", "C", "C", "C", "C", "C", "C", "C", "H", "H", "H", "H", "H", "H", "H", "H", "H", "H", "H", "H", "H", "H", "H", "H", "H", "H", "H", "H", "H", "H", "H", "H", "O", "C", "O", "B", "O", "C", "O", "O", "C", "O", "C", "O", "O", "O", "C", "O", "B", "O", "C", "O", "O", "C", "O", "C", "O", "O", "O", "H", "H", "O", "H", "H", "O", "H", "H", "O", "H", "H", "O", "H", "H", "O", "H", "H", "O", "H", "H", "O", "H", "H", "O", "H", "H", "O", "H", "H"], "xyz": [[-7.010, -9.181, -34.403], [-6.892, -10.248, -33.316], [-8.228, -11.041, -33.099], [-8.653, -11.763, -34.340], [-10.000, -12.441, -34.155], [-11.119, -11.402, -34.181], [-12.011, -11.584, -33.010], [-11.039, -12.155, -31.982], [-10.211, -13.166, -32.907], [-10.126, -13.445, -35.154], [-9.149, -14.570, -35.353], [-9.541, -15.806, -36.207], [-6.420, -8.255, -34.343], [-8.091, -8.782, -34.337], [-6.825, -9.729, -35.355], [-6.901, -9.748, -32.386], [-5.944, -10.830, -33.460], [-9.015, -10.411, -32.727], [-8.073, -11.706, -32.275], [-7.770, -12.403, -34.352], [-8.671, -11.152, -35.216], [-11.849, -11.410, -34.940], [-10.703, -10.384, -34.199], [-12.772, -12.406, -33.022], [-12.781, -10.842, -32.560], [-11.470, -12.600, -31.082], [-10.246, -11.388, -31.641], [-10.806, -14.275, -32.907], [-9.316, -13.557, -32.357], [-10.155, -12.928, -36.121], [-11.065, -13.908, -35.156], [-8.940, -14.969, -34.421], [-8.069, -14.085, -35.528], [-8.786, -16.563, -36.062], [-9.551, -15.461, -37.193], [-10.680, -15.912, -35.863], [-0.956, -11.965, -38.714], [-1.721, -12.128, -37.771], [-1.507, -11.412, -36.733], [-2.729, -11.530, -35.893], [-3.674, -12.318, -36.710], [-3.024, -12.749, -37.758], [-3.275, -13.679, -38.475], [-3.181, -10.193, -35.507], [-3.060, -10.039, -34.339], [-3.788, -9.249, -33.667], [-2.716, -11.362, -33.722], [-2.367, -12.123, -34.587], [-2.533, -11.477, -32.529], [-3.236, -16.065, -35.437], [-4.150, -15.536, -34.885], [-4.084, -15.266, -33.742], [-5.330, -14.498, -33.438], [-5.949, -14.362, -34.701], [-5.270, -15.058, -35.551], [-5.710, -15.362, -36.653], [-4.945, -13.221, -32.725], [-5.483, -13.341, -31.569], [-5.587, -12.381, -30.775], [-6.124, -14.627, -31.422], [-6.122, -15.248, -32.488], [-6.579, -15.059, -30.397], [-6.962, -18.093, -33.813], [-6.708, -17.452, -33.270], [-7.988, -18.163, -33.713], [-6.293, -14.122, -39.460], [-6.088, -14.163, -38.471], [-7.326, -14.333, -39.437], [-6.482, -10.090, -29.219], [-7.371, -9.891, -29.223], [-6.432, -10.925, -29.658], [-2.273, -17.400, -37.658], [-1.732, -16.884, -38.271], [-2.757, -16.856, -37.192], [-8.309, -17.047, -30.009], [-7.603, -17.621, -30.373], [-7.964, -16.128, -30.225], [-3.841, -12.970, -28.348], [-4.815, -13.019, -28.257], [-3.680, -12.907, -27.453], [-6.188, -14.892, -27.458], [-6.784, -14.946, -28.295], [-6.140, -13.854, -27.252], [-2.761, -10.752, -29.764], [-3.190, -10.994, -30.435], [-3.005, -11.527, -29.154], [-5.847, -17.282, -38.447], [-5.164, -16.845, -38.974], [-5.910, -16.815, -37.645], [-0.705, -16.115, -34.176], [-0.723, -15.218, -33.787], [-1.493, -16.367, -34.544]], "charge": -1, "gap_ev": 7.80, "homo_energy_ev": -7.024, "multiplicity": 1}

***

[4]
{"formula": "C19H44ClNNdP2S", "method": "ωB97M-V/def2-TZVPD", "elements": ["Nd", "Cl", "P", "C", "C", "C", "C", "H", "C", "H", "H", "H", "H", "H", "H", "H", "C", "C", "H", "H", "H", "H", "H", "H", "C", "H", "C", "H", "H", "H", "H", "H", "H", "H", "H", "P", "C", "C", "C", "C", "H", "C", "H", "H", "H", "H", "H", "H", "H", "C", "C", "H", "H", "H", "H", "H", "H", "C", "H", "C", "H", "H", "H", "H", "H", "H", "S", "C", "N"], "xyz": [[-0.329, -0.760, 0.340], [-0.376, -0.038, -2.167], [-0.455, -3.549, -0.356], [0.520, -4.265, -1.736], [-0.153, -4.407, 1.277], [-2.220, -3.539, -0.886], [1.791, -3.432, -1.981], [-0.136, -4.162, -2.621], [0.826, -5.739, -1.489], [1.466, -5.874, -0.607], [1.365, -6.136, -2.357], [-0.079, -6.347, -1.369], [1.544, -2.395, -2.248], [2.356, -3.888, -2.807], [2.430, -3.398, -1.088], [-2.137, -3.205, -1.938], [-3.145, -2.556, -0.137], [-2.735, -4.978, -0.834], [-2.248, -5.604, -1.595], [-3.814, -4.987, -1.039], [-2.581, -5.427, 0.159], [-2.831, -1.492, -0.220], [-3.263, -2.830, 0.922], [-4.134, -2.617, -0.612], [1.275, -4.125, 1.773], [-0.270, -5.481, 1.040], [-1.175, -4.016, 2.358], [2.046, -4.446, 1.060], [1.432, -4.691, 2.701], [1.435, -3.056, 1.996], [-1.178, -2.929, 2.586], [-0.901, -4.536, 3.288], [-2.196, -4.330, 2.102], [1.636, -1.201, 0.269], [-0.797, 1.254, 0.569], [0.453, 3.732, -0.328], [-0.746, 4.414, -1.530], [0.319, 4.387, 1.413], [2.136, 3.684, -1.044], [-2.020, 3.543, -1.595], [-0.234, 4.345, -2.509], [-1.037, 5.876, -1.209], [-1.510, 5.983, -0.223], [-1.724, 6.267, -1.968], [-0.125, 6.485, -1.239], [-1.772, 2.511, -1.876], [-2.715, 3.955, -2.338], [-2.531, 3.519, -0.623], [1.972, 3.351, -2.088], [3.058, 2.627, -0.387], [2.674, 5.116, -1.045], [2.115, 5.744, -1.752], [3.725, 5.121, -1.356], [2.608, 5.577, -0.049], [2.515, 1.697, -0.153], [3.539, 3.006, 0.525], [3.857, 2.367, -1.097], [-1.033, 4.009, 2.045], [0.387, 5.484, 1.310], [1.454, 3.894, 2.318], [-1.888, 4.417, 1.491], [-1.077, 4.403, 3.069], [-1.130, 2.916, 2.093], [1.393, 2.796, 2.406], [1.329, 4.315, 3.325], [2.451, 4.178, 1.961], [1.543, 0.350, 2.454], [0.073, -0.206, 2.815], [-1.032, -0.680, 2.832]], "charge": -1, "gap_ev": [5.03, 5.00], "homo_energy_ev": [-2.546, -2.514], "multiplicity": 4, "s2": 3.758}